Entry from the Open Molecules 2025 dataset: 3 unconnected molecules or ions with the total composition C4H14NO2 (wB97M-V/def2-TZVPD).

Highest occupied orbital energy in eV: -15.203
Largest force on an atom in hartree/bohr: 0.022
Charge: +1
HOMO-LUMO gap in eV: 11.1
LUMO level in eV: -4.095
Molecular weight in g/mol: 108.16

Each line ends with the Mulliken charge.
Positions of all 21 atoms, in Å:
C: -1.74053 -2.26318 -1.01054  -1.34
C: -1.32830 -1.19021 -0.00292  -0.32
C: -0.12902 -0.38756 -0.45157  -0.51
C: 0.47542 1.77925 0.35952  -0.07
N: 0.24209 0.55723 0.60180  0.16
H: -2.70273 -2.68343 -0.75338  0.36
H: -1.03107 -3.08826 -1.02765  0.36
H: -1.79430 -1.88766 -2.03270  0.35
H: -1.14785 -1.67818 0.93910  0.27
H: -2.19538 -0.54623 0.15103  0.35
H: -0.31196 0.14955 -1.36434  0.43
H: 0.68110 -1.06056 -0.64367  0.24
H: 0.55982 2.20604 -0.62990  0.24
H: 0.67526 2.50020 1.14988  0.26
H: 0.30794 0.28248 1.61393  0.25
H: 1.34085 0.20623 3.74618  0.33
H: 0.10774 -0.69738 3.66534  0.33
O: 0.49207 0.10651 3.29153  -0.70
H: 1.25295 1.12564 -3.63486  0.31
H: 2.51324 1.26179 -2.73643  0.32
O: 1.55170 1.37481 -2.75754  -0.61



Entry from the Open Molecules 2025 dataset: a molecular structure, C30H26Br2N2O5S2SiTeW (wB97M-V/def2-TZVPD).

Highest occupied orbital energy (spin up / spin down) in eV: -7.875 / -8.446
Largest force on an atom in hartree/bohr: 0.010
Charge: 0
Multiplicity: 3
HOMO-LUMO gap (spin up / spin down) in eV: 7.3 / 6.9
LUMO level (spin up / spin down) in eV: -0.585 / -1.515
Molecular weight in g/mol: 1058.02

Each line ends with the Löwdin spin population.
Positions of all 70 atoms, in Å:
W: -0.18471 0.19675 -0.44384  0.84
O: -2.74195 -4.76687 0.22863  0.00
C: -2.05910 -3.72961 -0.29882  0.00
C: -1.81426 -3.64065 -1.67676  0.04
C: -1.11312 -2.56535 -2.16635  0.00
N: -0.66615 -1.65296 -1.30314  0.03
C: -0.92374 -1.70361 -0.01161  -0.01
Br: 1.10032 0.55414 1.75733  0.26
C: -1.62902 -2.73438 0.56741  0.02
H: -3.01379 -5.37510 -0.46743  0.00
H: -2.17542 -4.40520 -2.35261  0.00
H: -0.89579 -2.42569 -3.21711  0.00
H: -1.86300 -2.76610 1.62123  0.00
Br: 2.98250 2.62941 -0.72392  0.01
C: 2.55443 3.18724 -2.48232  0.00
C: 2.85625 4.48552 -2.86075  0.00
C: 2.58384 4.89808 -4.15485  0.00
C: 2.02651 4.01130 -5.06834  0.00
C: 1.73477 2.71519 -4.67803  0.00
C: 1.98083 2.29770 -3.37398  0.00
C: 1.62776 0.89100 -2.98241  0.01
O: 2.25585 -0.06041 -3.40111  0.03
O: 0.56701 0.81157 -2.22893  0.03
H: 3.29364 5.16463 -2.14252  0.00
H: 2.81407 5.91335 -4.44983  0.00
H: 1.82248 4.33096 -6.08159  0.00
H: 1.30782 2.01178 -5.38148  0.00
O: -0.36441 3.77311 1.67609  0.00
S: -0.42179 3.96762 0.26526  0.00
O: 0.58916 4.72398 -0.40221  0.00
N: -0.64451 2.46797 -0.48462  0.01
C: -1.78308 2.40344 -1.12292  0.00
S: -2.24638 0.90496 -1.73164  -0.01
C: -2.61264 3.62935 -1.06242  0.00
C: -3.85745 3.87392 -1.61240  0.00
C: -4.45384 5.09852 -1.33909  0.00
C: -3.82078 6.04279 -0.53528  0.00
C: -2.56893 5.79371 0.01671  0.00
C: -1.99834 4.57036 -0.26537  0.00
H: -4.34879 3.13031 -2.22608  0.00
H: -5.42880 5.32404 -1.75019  0.00
H: -4.31395 6.98431 -0.33256  0.00
H: -2.07169 6.51899 0.64601  0.00
Te: 2.45127 -1.03442 -0.41274  0.61
C: 1.78651 -2.83910 0.44614  0.05
C: 1.52360 -3.88523 -0.43692  0.02
C: 1.03853 -5.09356 0.04186  0.00
C: 0.81538 -5.26590 1.40067  0.00
C: 1.09726 -4.23149 2.28084  0.00
C: 1.58845 -3.02117 1.80958  0.00
H: 1.68974 -3.75759 -1.50116  0.01
H: 0.83334 -5.90210 -0.64922  0.00
H: 0.42954 -6.20542 1.77469  0.00
H: 0.93581 -4.36361 3.34310  0.00
H: 1.79623 -2.22002 2.50522  0.00
C: -5.21413 0.17742 3.00471  0.00
Si: -3.76947 1.36112 3.10054  0.00
C: -3.02433 1.34200 4.81415  0.00
C: -4.31346 3.10037 2.65713  0.00
C: -2.50118 0.87695 1.88347  0.02
C: -1.69549 0.56237 1.02931  -0.01
H: -6.00515 0.45889 3.70357  0.00
H: -4.89511 -0.83873 3.24581  0.00
H: -5.63610 0.16579 1.99791  0.00
H: -3.75747 1.63751 5.56825  0.00
H: -2.17844 2.02971 4.86715  0.00
H: -2.66016 0.34372 5.06513  0.00
H: -5.00243 3.51635 3.39603  0.00
H: -4.80807 3.11450 1.68246  0.00
H: -3.43932 3.75358 2.60019  0.00



Entry from the Open Molecules 2025 dataset: a molecular structure, C18H21AlBrClFN3O6 (wB97M-V/def2-TZVPD).

Highest occupied orbital energy in eV: -7.231
Largest force on an atom in hartree/bohr: 0.079
Charge: 0
HOMO-LUMO gap in eV: 1.7
LUMO level in eV: -5.567
Molecular weight in g/mol: 536.72

Each line ends with the Mulliken charge.
Positions of all 52 atoms, in Å:
O: 5.06259 2.20247 0.43124  -0.46
C: 3.95808 1.85359 0.28967  0.74
N: 2.79588 1.62724 -0.01644  -0.40
C: 2.17807 2.83669 -0.54638  0.20
C: 2.79371 3.27467 -1.88716  -0.44
C: 3.34499 2.18761 -2.80924  -0.82
C: 2.42506 2.01921 -4.00637  0.56
O: 1.25758 2.23280 -3.99083  -0.51
O: 3.03051 1.59665 -5.14479  -0.49
C: 0.66597 2.56470 -0.78893  -0.08
C: 0.17757 1.30409 -0.10886  0.48
O: 0.22326 1.08809 1.04838  -0.46
Cl: -0.57760 0.06691 -1.18469  -0.19
H: 2.06224 3.87693 -2.44487  0.77
H: 3.62109 3.97273 -1.62810  -0.29
H: 4.30757 2.53868 -3.20971  0.56
H: 3.54797 1.20183 -2.37548  0.45
H: 3.97289 1.50900 -4.98637  0.33
H: 0.13895 3.39483 -0.28518  -0.20
H: 0.39336 2.63361 -1.84899  0.53
Al: 4.48757 4.96064 -0.17007  0.54
N: -3.98252 -3.23398 2.93903  -0.57
C: -2.78191 -2.76949 3.29894  -0.43
C: -2.13906 -1.69611 2.65874  -0.24
C: -2.79151 -1.08783 1.59005  0.08
C: -4.02993 -1.55707 1.20769  -0.51
C: -4.58126 -2.62967 1.91586  -0.27
H: -2.31905 -3.28879 4.12291  0.44
H: -1.16687 -1.35628 2.97415  0.64
H: -2.32734 -0.26157 1.06940  0.28
H: -4.56519 -1.11204 0.38021  0.41
H: -5.55372 -3.02809 1.64841  0.38
C: -1.78177 6.02992 1.84868  -0.79
C: -1.58758 5.69658 0.43084  0.37
N: -1.43682 5.43848 -0.67679  -0.38
H: -1.56693 7.08411 2.01150  0.28
H: -2.81106 5.82650 2.13650  0.27
H: -1.11396 5.42908 2.46319  0.28
O: 1.76650 -6.86931 -0.19465  -0.56
C: 0.78955 -6.25799 0.11942  0.46
O: 0.35185 -6.16303 1.40068  -0.36
C: -0.89931 -5.45732 1.43913  -0.24
C: -0.93643 -4.63827 0.15960  -0.27
C: -0.15771 -5.52354 -0.80671  -0.43
H: -1.70977 -6.18849 1.48820  0.23
H: -0.93406 -4.83157 2.32869  0.16
H: -1.94742 -4.40190 -0.17030  0.31
H: -0.40275 -3.69658 0.30637  0.15
H: -0.79990 -6.25322 -1.30226  0.27
H: 0.39283 -4.94413 -1.54252  0.29
Br: -1.58272 -1.38395 5.27431  -0.29
F: 2.82838 4.40798 -4.68089  -0.77



Entry from the Open Molecules 2025 dataset: a molecular structure, C14H21F6FeN3O15PS4 (wB97M-V/def2-TZVPD).

Highest occupied orbital energy (spin up / spin down) in eV: -9.947 / -9.919
Largest force on an atom in hartree/bohr: 0.015
Charge: 0
Multiplicity: 6
HOMO-LUMO gap (spin up / spin down) in eV: 9.9 / 8.1
LUMO level (spin up / spin down) in eV: -0.083 / -1.831
Molecular weight in g/mol: 800.40

Each line ends with the Löwdin spin population.
Positions of all 65 atoms, in Å:
Fe: 0.61178 -0.28722 0.22819  4.33
C: -1.57128 -3.42425 1.45060  0.00
C: -1.80472 -2.23444 0.52991  0.00
C: -3.28870 -2.00182 0.30699  0.00
O: -1.23022 -1.02373 1.09463  0.07
C: -1.08009 -2.46473 -0.79682  0.01
O: -1.45042 -3.29946 -1.59583  0.02
O: -0.03669 -1.70198 -1.00513  0.10
H: -2.08171 -3.25368 2.40119  0.00
H: -0.51116 -3.58709 1.62952  0.00
H: -1.99554 -4.31357 0.98730  0.00
H: -3.78232 -1.87488 1.27126  0.00
H: -3.71211 -2.86660 -0.20173  0.00
H: -3.45695 -1.11851 -0.30096  0.00
H: -0.91403 -1.19087 1.99552  0.00
F: -3.36447 3.08829 2.38456  0.00
C: -2.28811 2.33799 2.16840  0.00
F: -2.56293 1.08008 2.47205  0.00
F: -1.28413 2.77694 2.90632  0.00
S: -1.80315 2.50255 0.39539  0.00
O: -0.64059 1.64424 0.17258  0.03
O: -1.53502 3.89403 0.17510  0.00
N: -3.09781 1.96342 -0.30342  0.00
S: -3.03474 1.49684 -1.79895  0.00
O: -2.63316 0.13205 -1.99713  0.00
O: -2.41073 2.47013 -2.67890  0.00
C: -4.83074 1.54939 -2.19450  0.00
F: -4.98020 1.18251 -3.46567  0.00
F: -5.31562 2.77162 -2.03281  0.00
F: -5.49219 0.70278 -1.41503  0.00
O: 3.24357 -3.31033 1.04657  0.02
S: 2.61012 -2.03384 1.15481  0.01
O: 2.61628 -1.20498 -0.06527  0.08
O: 1.19756 -2.04730 1.58827  0.07
C: 3.48060 -1.13460 2.43574  0.00
C: 4.58038 -1.77946 2.97784  0.00
C: 5.31011 -1.19877 4.00709  0.00
C: 4.93686 0.03366 4.50590  0.00
C: 3.83912 0.69270 3.96811  0.00
C: 3.10894 0.12303 2.93749  0.00
S: 1.77870 1.12645 2.29671  0.01
O: 1.80731 2.36680 3.00287  0.02
O: 2.02355 1.20560 0.83601  0.08
O: 0.51516 0.36031 2.39527  0.07
H: 4.85082 -2.74911 2.58587  0.00
H: 6.16626 -1.72011 4.41396  0.00
H: 5.49476 0.49440 5.31005  0.00
H: 3.54105 1.66319 4.33701  0.00
N: 0.68397 3.18664 -2.05825  0.00
C: 0.88655 2.46746 -3.35304  0.00
P: 1.25936 0.68838 -3.05025  0.01
O: 2.47250 0.29716 -3.80001  0.00
O: 1.18445 0.54679 -1.54511  0.07
C: -0.09605 -0.32577 -3.76546  0.00
N: 0.36080 -1.72748 -3.52771  0.00
H: 1.33966 3.94974 -1.91341  0.00
H: 0.78584 2.51861 -1.27093  0.00
H: -0.27897 3.54428 -2.00875  0.00
H: 1.74672 2.88580 -3.86975  0.00
H: -0.00561 2.59664 -3.96125  0.00
H: -0.18121 -0.14808 -4.83593  0.00
H: -1.05461 -0.19096 -3.26906  0.00
H: 0.26526 -1.88376 -2.47883  0.00
H: 1.33716 -1.82569 -3.82137  0.00
H: -0.22925 -2.41745 -3.98776  0.00



Entry from the Open Molecules 2025 dataset: a gas-phase ion, C5H13NS2 (charge -1) (wB97M-V/def2-TZVPD).

Highest occupied orbital energy (spin up / spin down) in eV: 0.765 / -4.320
Largest force on an atom in hartree/bohr: 0.077
Charge: -1
Multiplicity: 2
HOMO-LUMO gap (spin up / spin down) in eV: 2.8 / 8.0
LUMO level (spin up / spin down) in eV: 3.569 / 3.654
Molecular weight in g/mol: 151.30

Each line ends with the Löwdin spin population.
Positions of all 21 atoms, in Å:
N: -1.50921 -3.46810 0.52086  0.01
C: -1.52713 -2.25146 -0.41347  0.01
C: -0.60577 -1.29436 0.22216  0.05
S: 1.13151 -1.28276 -0.39247  0.29
S: 1.64839 0.35987 -1.43245  0.46
C: 2.09063 1.43476 -0.05058  0.05
C: 1.16161 2.71245 -0.10592  0.03
C: -0.25353 2.26950 0.18346  0.01
H: -2.03427 -4.30776 0.08138  0.00
H: -0.55761 -3.76343 0.70672  0.01
H: -2.54884 -1.82263 -0.29321  0.00
H: -1.36243 -2.44605 -1.51124  0.00
H: -0.52297 -1.55357 1.30276  0.01
H: -1.04519 -0.23634 0.08503  0.01
H: 3.18339 1.63041 -0.15814  0.01
H: 2.00508 0.82492 0.95350  0.01
H: 1.52084 3.42179 0.62734  0.01
H: 1.34591 3.22794 -1.02982  0.02
H: -0.96328 3.17801 0.47089  0.00
H: -0.42619 1.51890 0.93459  0.00
H: -0.73095 1.84791 -0.70137  0.00



Entry from the Open Molecules 2025 dataset: 2 unconnected molecules or ions with the total composition C5H10N2O (wB97M-V/def2-TZVPD).

Highest occupied orbital energy in eV: -8.661
Largest force on an atom in hartree/bohr: 0.048
SMILES: CCc1cnc[nH]1.O
Charge: 0
HOMO-LUMO gap in eV: 9.4
LUMO level in eV: 0.725
Molecular weight in g/mol: 114.15

Each line ends with the Mulliken charge.
Positions of all 18 atoms, in Å:
C: 0.28958 -0.74147 -2.99511  -1.27
C: -1.04573 -0.70581 -2.21446  -0.26
C: -0.66739 -0.17998 -0.84065  0.30
C: 0.48401 -0.37166 -0.08133  -0.48
N: 0.41343 0.36395 1.05754  -0.38
C: -0.76007 0.95417 1.06251  -0.39
N: -1.35665 0.78427 -0.16105  -0.12
H: 0.93097 0.11965 -3.10981  0.37
H: 0.26038 -1.24794 -3.94573  0.39
H: 1.00407 -1.42795 -2.52140  0.28
H: -1.71672 -0.01455 -2.71607  0.30
H: -1.56033 -1.63917 -2.03654  0.26
H: 1.28384 -1.05887 -0.30151  0.36
H: -1.17419 1.56390 1.84818  0.38
H: -2.30127 1.09834 -0.31717  0.22
O: 2.19952 0.03795 3.84967  -0.67
H: 1.81891 0.21138 2.97345  0.41
H: 1.47947 0.46632 4.33250  0.30